{"formula": "C4H8N2O", "method": "wB97M-V/def2-TZVPD", "elements": ["C", "N", "O", "C", "C", "C", "N", "H", "H", "H", "H", "H", "H", "H", "H"], "positions_angstrom": [[3.1523, 0.0152, -0.1826], [1.7764, 0.4004, 0.0511], [1.4527, 1.6088, 0.0023], [0.8526, -0.6195, -0.0707], [-0.4494, -0.4894, 0.0569], [-1.2623, 0.7150, 0.2820], [-2.6294, 0.6800, -0.1591], [3.8599, 0.8571, -0.3035], [3.5771, -0.9737, -0.0584], [1.2244, -1.6584, -0.1434], [-0.9724, -1.3971, 0.1930], [-1.1661, 1.0751, 1.3812], [-0.7758, 1.5736, -0.1500], [-2.7656, 0.8060, -1.2038], [-3.2020, -0.0993, 0.1499]], "atomic_forces_ev_per_a": [[-2.886, 2.208, 0.952], [6.515, -0.795, -2.565], [-0.389, 0.025, 0.515], [-0.530, -2.227, 0.731], [-0.270, 0.541, 0.665], [0.210, 1.752, 1.490], [-1.058, 0.248, -1.711], [-0.842, -0.497, 0.234], [-0.858, -0.120, -0.003], [0.311, 1.020, 0.038], [-0.617, -1.042, -0.432], [-0.492, -1.044, -1.292], [0.051, 0.172, -0.583], [0.490, -0.331, 1.957], [0.366, 0.091, 0.004]], "mulliken_charge": [-0.504, 0.472, -0.613, -0.335, -0.049, -0.465, -0.530, 0.273, 0.242, 0.204, 0.194, 0.237, 0.421, 0.240, 0.213], "homo_lumo_gap_ev": [8.43, 8.29], "lumo_ev": [-0.18, -0.12], "homo_ev": [-8.61, -8.41], "e_tot_ev": -9301.0970, "smiles": "C=[N+]([O-])/C=C\\CN", "spin_multiplicity": 1, "mol_weight_g_mol": 100.1, "e_above_lowest_ev": 5.296, "max_force_ha_per_bohr": 0.1370}